The following is a DFT calculation (the ωB97M-V functional and the def2-TZVPD basis) of an isolated molecule of C3H8N2 at a distorted geometry.

Its frontier orbital gap is 9.508 eV. The highest occupied orbital energy is -8.47 eV. For the strongest force on any atom, the calculation gives 2.39 eV/A. The energy relative to the best compared isomer or geometry (same formula, charge and spin) comes out at 205.56 kJ/mol. Its net charge is 0. Its SMILES is [H]/N=C/NCC.

Each line ends with the Löwdin charge.
Geometry (Å):
H: 1.889127 0.199601 2.846727  0.03
N: 2.025946 -0.105753 1.875161  0.01
C: 0.807233 -0.029409 1.416405  -0.34
N: 0.552855 0.609183 0.227376  0.00
C: -0.779743 0.405376 -0.366213  -0.27
C: -0.834195 -0.471542 -1.576609  -0.11
H: -0.034934 -0.520644 1.907694  0.12
H: 1.413349 0.600482 -0.310046  0.13
H: -1.127849 1.417709 -0.622838  0.11
H: -1.435767 0.035717 0.421734  0.10
H: -1.815918 -0.441041 -2.057479  0.07
H: -0.572534 -1.530337 -1.439397  0.08
H: -0.087569 -0.169342 -2.322515  0.07

Forces on atoms 1 to 3 (eV/Å):
0.634 -1.521 0.385
-1.492 1.579 -0.111
1.820 0.262 -0.371

The following is a DFT calculation (the ωB97M-V functional and the def2-TZVPD basis) of an isolated ion of composition C6H11N and charge -1 at a distorted geometry.

Its frontier orbital gap (alpha / beta) is 3.718 / 7.771 eV. The highest occupied orbital energy (alpha / beta) is 0.47 / -3.65 eV. For the strongest force on any atom, the calculation gives 7.80 eV/A. The energy relative to the best compared isomer or geometry (same formula, charge and spin) comes out at 146.56 kJ/mol. The spin multiplicity is 2. Its net charge is -1.

Each line ends with the Löwdin charge.
Geometry (Å):
C: -1.328254 0.836832 -1.421417  -0.13
C: -0.666674 1.590915 -0.274377  -0.32
C: 0.683079 1.125010 0.045625  -0.25
C: 0.748081 -0.376014 0.503246  -0.43
C: 1.198940 -1.199261 -0.419582  -0.11
C: 0.148198 -1.968032 2.026254  -0.31
N: 0.476830 -0.773178 1.922341  -0.07
H: -0.528159 0.263387 -1.826005  0.02
H: -1.920200 -0.023588 -1.136350  0.06
H: -1.992991 1.399050 -2.064157  0.06
H: -0.715625 2.678022 -0.442864  0.09
H: -1.375968 1.361395 0.624876  0.13
H: 1.373025 1.110987 -0.882370  0.10
H: 1.256785 1.829058 0.788760  0.12
H: 1.731681 -2.114155 -0.153516  0.02
H: 1.152232 -0.734731 -1.462637  0.03
H: -0.368548 -2.279990 2.960186  0.00
H: 0.127569 -2.725706 1.211985  0.00

Forces on atoms 1 to 3 (eV/Å):
-0.008 -0.785 0.469
-3.601 0.526 1.740
3.378 -0.661 0.991

The following is a DFT calculation (the ωB97M-V functional and the def2-TZVPD basis) of an isolated molecule of C2H5N3O2 at a distorted geometry.

Its frontier orbital gap is 10.276 eV. The highest occupied orbital energy is -9.73 eV. For the strongest force on any atom, the calculation gives 1.78 eV/A. The energy relative to the best compared isomer or geometry (same formula, charge and spin) comes out at 47.89 kJ/mol. Its net charge is 0. Its SMILES is NC(N)=NC(=O)O.

Each line ends with the Löwdin charge.
Geometry (Å):
N: -1.010139 0.143459 -0.885195  0.16
C: 0.130389 0.621236 -0.337620  -0.53
N: 0.346970 1.908124 -0.697749  0.13
N: 0.997690 0.022519 0.400395  0.17
C: 0.856623 -1.288180 0.727047  -0.62
O: 1.753061 -2.109287 0.839093  0.07
O: -0.409087 -1.657772 1.029076  0.06
H: -1.738322 0.812482 -1.085401  0.10
H: -1.360143 -0.691781 -0.420742  0.09
H: 1.141993 2.301356 -0.203500  0.11
H: -0.452938 2.522731 -0.671271  0.10
H: -0.256099 -2.584886 1.305867  0.14

Forces on atoms 1 to 3 (eV/Å):
-1.010 -1.355 0.385
-0.442 0.337 0.210
0.991 1.403 0.470

The following is a DFT calculation (the ωB97M-V functional and the def2-TZVPD basis) of an isolated molecule of C23H29N3O3.

Its frontier orbital gap is 9.559 eV. The highest occupied orbital energy is -8.92 eV. For the strongest force on any atom, the calculation gives 0.62 eV/A. The energy relative to the best compared isomer or geometry (same formula, charge and spin) comes out at 165.41 kJ/mol. Its net charge is 0. Its SMILES is CCOC(=O)C1(CCc2ccccc2)CCN(C(=O)CCc2cnccn2)CC1.

Each line ends with the Löwdin charge.
Geometry (Å):
C: -2.683599 2.743330 2.486772  -0.05
C: -2.090353 3.122482 1.137228  -0.21
O: -1.157310 2.140722 0.685580  -0.01
C: -1.655526 1.070454 0.070140  -0.47
O: -2.833095 0.896640 -0.121281  0.12
C: -0.593105 0.058532 -0.355178  -0.34
C: -0.653369 -0.055284 -1.893392  -0.12
C: -0.093164 1.138270 -2.674918  -0.13
C: -0.815953 2.430955 -2.416748  -0.24
C: -0.147643 3.529034 -1.891729  -0.05
C: -0.809932 4.724508 -1.674324  -0.09
C: -2.154807 4.838340 -1.979802  -0.10
C: -2.830361 3.751159 -2.508833  -0.08
C: -2.164264 2.559865 -2.729792  -0.04
C: -1.019477 -1.303620 0.229540  -0.09
C: -0.832967 -1.318207 1.747140  -0.12
N: 0.555273 -1.078406 2.059809  -0.04
C: 1.506124 -2.021807 2.262039  -0.46
O: 2.680609 -1.723703 2.383680  0.06
C: 1.045751 -3.471430 2.374004  -0.10
C: 2.225497 -4.378029 2.030968  -0.14
C: 2.717688 -4.095987 0.642323  -0.26
C: 4.007840 -4.446954 0.235914  -0.07
N: 4.457531 -4.194292 -0.978352  0.08
C: 3.631326 -3.580651 -1.814965  -0.13
C: 2.348188 -3.234451 -1.426045  -0.11
N: 1.894159 -3.492623 -0.208405  0.13
C: 0.971531 0.247790 1.651619  -0.11
C: 0.815609 0.409249 0.136754  -0.08
H: -1.894163 2.592083 3.219865  0.08
H: -3.263679 1.828319 2.392647  0.08
H: -3.338175 3.538105 2.832182  0.08
H: -1.516870 4.048885 1.201375  0.12
H: -2.881519 3.226843 0.388657  0.12
H: -0.092764 -0.945365 -2.188660  0.11
H: -1.697778 -0.212517 -2.169984  0.12
H: -0.180016 0.898657 -3.739518  0.12
H: 0.967976 1.260005 -2.452961  0.11
H: 0.904497 3.452216 -1.654772  0.11
H: -0.273383 5.569534 -1.267300  0.10
H: -2.674129 5.770002 -1.808962  0.10
H: -3.879509 3.832463 -2.752869  0.11
H: -2.698846 1.720304 -3.149190  0.12
H: -2.063843 -1.491341 -0.023263  0.13
H: -0.398165 -2.090090 -0.203660  0.11
H: -1.173975 -2.258902 2.176338  0.12
H: -1.421633 -0.513268 2.201548  0.13
H: 0.238270 -3.674784 1.675170  0.10
H: 0.703252 -3.662880 3.392941  0.13
H: 3.045072 -4.206694 2.730513  0.12
H: 1.926743 -5.427743 2.101616  0.12
H: 4.695962 -4.940310 0.909016  0.12
H: 4.013678 -3.369959 -2.803788  0.10
H: 1.658796 -2.740248 -2.099248  0.09
H: 2.018451 0.370173 1.933253  0.12
H: 0.367145 0.989085 2.179591  0.12
H: 1.062183 1.435688 -0.128603  0.11
H: 1.524216 -0.264148 -0.351680  0.13

Forces on atoms 1 to 3 (eV/Å):
0.236 -0.075 -0.347
-0.536 0.268 0.161
0.281 -0.035 0.139

The following is a DFT calculation (the ωB97M-V functional and the def2-TZVPD basis) of C28H24BiN3PSe2 as an isolated structure.

Its frontier orbital gap is 7.281 eV. The highest occupied orbital energy is -17.18 eV. For the strongest force on any atom, the calculation gives 0.45 eV/A. Its net charge is +3.

Each line ends with the Löwdin charge.
Geometry (Å):
Bi: 0.113869 1.367981 0.816101  1.52
Se: 0.379104 2.743705 -1.562249  0.69
Se: 2.675335 3.227199 -1.442826  0.85
C: 3.279833 1.682691 -0.469651  -0.64
C: 4.642955 1.449825 -0.550259  -0.07
C: 5.178059 0.376497 0.139299  0.02
C: 4.330908 -0.436492 0.882693  0.00
C: 2.991075 -0.133596 0.916460  -0.14
N: 2.456777 0.914637 0.245702  -0.19
C: -0.312421 4.324054 -0.643060  -0.65
C: -0.293277 5.559517 -1.252298  -0.06
C: -0.818182 6.618775 -0.518222  0.01
C: -1.326562 6.383326 0.748517  0.01
C: -1.290513 5.093550 1.261064  -0.08
N: -0.785966 4.064176 0.567849  -0.09
H: 5.272854 2.101474 -1.143592  0.12
H: 6.240496 0.173451 0.098349  0.14
H: 4.710109 -1.287588 1.432620  0.14
H: 2.309621 -0.723426 1.520102  0.09
H: 0.106655 5.705032 -2.247717  0.13
H: -0.824677 7.616435 -0.939475  0.14
H: -1.747676 7.188692 1.336493  0.14
H: -1.661871 4.873737 2.255051  0.13
N: -2.265423 1.352494 0.086395  -0.07
C: -2.959423 0.067262 0.147634  -0.30
C: -4.338159 0.033346 0.282362  0.00
C: -4.994133 -1.187946 0.295194  -0.01
C: -4.278393 -2.374307 0.163738  -0.01
C: -2.901465 -2.339790 0.037247  -0.04
C: -2.231312 -1.114047 0.034060  -0.33
P: -0.431434 -1.116974 -0.000523  0.96
C: 0.142905 -1.761373 -1.563009  -0.37
C: -0.740716 -1.766368 -2.646888  -0.07
C: -0.320212 -2.278357 -3.863609  -0.03
C: 0.969722 -2.775870 -4.002131  -0.02
C: 1.854984 -2.749862 -2.929428  -0.04
C: 1.450922 -2.237193 -1.708917  -0.10
C: 0.093236 -2.127904 1.397662  -0.40
C: -0.110265 -1.623448 2.688868  -0.13
C: 0.224987 -2.383612 3.796259  -0.04
C: 0.758396 -3.656961 3.620068  -0.02
C: 0.939189 -4.170139 2.344234  -0.02
C: 0.610734 -3.411022 1.227807  -0.07
H: -2.318964 1.709181 -0.866325  0.09
H: -2.756490 2.038799 0.656346  0.10
H: -4.904815 0.955105 0.364943  0.13
H: -6.071223 -1.212742 0.401705  0.13
H: -4.796588 -3.325081 0.169333  0.13
H: -2.340124 -3.263997 -0.050443  0.13
H: -1.754033 -1.399474 -2.539440  0.11
H: -1.002890 -2.300388 -4.703125  0.13
H: 1.287058 -3.192009 -4.949821  0.13
H: 2.858649 -3.138838 -3.044653  0.13
H: 2.143334 -2.223315 -0.876447  0.10
H: -0.591978 -0.661589 2.851784  0.07
H: 0.056884 -1.996428 4.792562  0.13
H: 1.017381 -4.253813 4.485254  0.13
H: 1.330194 -5.171248 2.213382  0.13
H: 0.742969 -3.825732 0.236955  0.11

Forces on atoms 1 to 3 (eV/Å):
0.067 -0.008 0.092
0.002 0.078 -0.169
-0.010 -0.036 0.055

The following is a DFT calculation (the ωB97M-V functional and the def2-TZVPD basis) of C9H18N3O2S as an isolated structure at a distorted geometry.

Its frontier orbital gap (alpha / beta) is 7.631 / 6.239 eV. The highest occupied orbital energy (alpha / beta) is -12.46 / -11.50 eV. For the strongest force on any atom, the calculation gives 7.47 eV/A. The energy relative to the best compared isomer or geometry (same formula, charge and spin) comes out at 420.16 kJ/mol. Its net charge is +1.

Each line ends with the Löwdin charge.
Geometry (Å):
C: -0.450556 1.536232 1.755790  0.08
C: -0.226276 0.110241 0.464227  -0.11
C: -0.344879 1.474395 -1.443526  0.00
C: -0.136822 -1.238264 1.131848  -0.55
C: -1.601932 -1.668700 1.418273  0.02
C: 0.607968 -2.259839 0.204135  0.04
C: 1.286130 -1.834120 3.102001  -0.09
C: 0.174574 2.907498 -3.232371  0.04
C: -0.770273 0.642632 -3.620238  -0.03
N: 0.480239 -0.869047 2.365445  -0.28
N: -0.445723 1.652007 -2.737405  -0.15
N: -0.474395 0.287436 -0.806766  0.13
O: 0.815425 0.963031 4.086643  -0.27
O: 2.099020 1.127612 1.957101  -0.32
S: 0.891885 0.712504 2.683588  0.60
H: -0.179013 2.554282 1.378814  0.05
H: 0.060230 2.237949 -0.793168  0.16
H: -1.980652 -1.025850 2.133842  0.06
H: -1.714286 -2.685820 1.740009  0.09
H: -2.171217 -1.453521 0.424416  0.12
H: 1.389079 -1.631446 -0.313698  0.12
H: -0.179592 -2.563796 -0.389130  0.06
H: 0.975029 -2.886871 0.980813  0.07
H: 0.755517 -2.818386 3.246234  0.11
H: 2.342120 -1.927835 2.729361  0.12
H: 1.198488 -1.599091 4.224239  0.12
H: -0.625544 3.539851 -3.121283  0.08
H: 0.983579 3.322026 -2.576536  0.13
H: 0.529032 2.931196 -4.217210  0.09
H: -1.824176 0.431963 -3.526517  0.11
H: -0.704509 0.983493 -4.623659  0.10
H: -0.150337 -0.379552 -3.369217  0.17
H: -0.608131 -0.572208 -1.256054  0.12

Forces on atoms 1 to 3 (eV/Å):
2.023 -4.734 -3.370
-0.850 4.377 5.999
0.670 -1.089 -0.139